[1]
Density functional theory data (ωB97M-V/def2-TZVPD) for the molecule C5H10O2.

```
17
Properties=species:S:1:pos:R:3:forces:R:3:lowdin_charge:R:1
O -0.27264 -0.44579 -1.09743 0.0 0.0 -0.1 -0.127
O -0.50637 -2.74195 0.13834 0.0 0.0 -0.2 -0.056
C -0.02641 0.93122 0.82665 0.0 0.0 0.1 -0.128
C -0.69827 -0.33242 0.26778 -0.1 0.0 0.1 -0.306
C 0.64388 0.58798 -1.42509 0.2 0.2 -0.1 -0.192
C -0.32344 -1.63637 0.98491 0.0 0.3 0.3 -0.221
C 0.35983 1.71229 -0.43529 0.0 0.0 0.0 -0.156
H 0.87123 0.66277 1.39773 -0.1 0.0 -0.1 0.114
H -0.48085 2.32082 -0.78511 0.1 -0.1 0.0 0.115
H 0.47131 0.86671 -2.46913 0.0 0.0 0.1 0.122
H -1.79122 -0.23137 0.24849 0.1 0.0 0.0 0.152
H 1.22190 2.37001 -0.29032 -0.1 -0.1 0.0 0.113
H 0.71738 -1.57666 1.34998 -0.1 0.0 -0.2 0.120
H -0.97279 -1.77544 1.85616 0.1 0.0 -0.1 0.127
H -0.20702 -2.43181 -0.73093 -0.1 -0.2 0.1 0.082
H -0.68439 1.49568 1.49306 0.1 -0.1 -0.1 0.117
H 1.67788 0.22433 -1.32980 -0.1 0.1 0.0 0.124
```
Positions in Å, forces in eV/Å.

Summary:
- energy above the lowest of the compared OMol25 structures with the same formula, charge and spin (kcal per mole) = 32.00
- gap between HOMO and LUMO (eV) = 10.7
- total energy (Ha) = -346.9744
- F_max (Eh/bohr) = 0.0080

[2]
Density functional theory data (ωB97M-V/def2-TZVPD) for a cluster of 3 separate species, C30H52BrIN5O2 in total at a distorted geometry.

```
91
Properties=species:S:1:pos:R:3:forces:R:3:lowdin_spin:R:1
I -6.77235 1.76850 -0.62933 0.0 -0.3 0.2 0.000
Br -4.85404 -3.70674 -0.32442 0.1 0.4 0.2 0.000
O -1.14684 1.99558 -3.34107 -0.2 -0.9 -0.2 0.542
O 3.77776 -0.50187 3.58327 -0.5 -0.4 -0.6 0.557
N -5.56282 0.35763 1.68391 -0.5 -1.3 0.3 0.000
N 3.90947 -1.77562 3.83660 1.0 2.4 1.1 0.351
N -4.79614 -0.58081 3.64954 -0.1 -0.2 0.6 0.000
N -1.05652 1.98289 -4.64215 0.2 2.0 2.1 0.362
N -5.19494 -1.98385 1.79826 0.6 0.4 0.7 0.000
C -6.09819 -0.01484 0.35197 -0.4 -0.2 -0.5 0.000
C 4.28167 -1.62667 6.32707 0.5 0.2 -0.1 0.014
C 6.24161 -1.71019 4.77313 -0.2 0.2 0.5 0.014
C -4.53033 -1.95171 0.48566 -0.5 -0.6 -0.5 0.000
C 0.73596 -0.24671 1.09449 1.2 0.5 1.0 0.000
C -2.65064 -0.67732 -1.45743 0.3 0.4 1.3 0.001
C -2.15030 2.84479 -5.18616 -1.3 -0.1 -1.6 0.027
C 5.88715 -1.53250 2.31739 -0.4 0.6 -0.1 -0.001
C -3.81971 0.08674 -0.73177 0.1 -0.4 -1.0 0.000
C 5.34205 -2.14220 3.61141 1.0 -1.6 -0.8 0.026
C -0.81738 -1.69529 0.01259 -0.3 0.1 -0.2 0.000
C -3.48492 2.58045 -4.48295 0.2 -0.2 0.7 -0.001
C 5.70618 -2.14030 6.13374 -0.1 0.0 0.0 0.001
C 0.62457 3.84234 -4.92028 -0.5 0.4 0.2 0.014
C 1.99832 -1.31516 5.38530 0.0 0.6 -0.4 -0.001
C -1.82429 4.33702 -5.07285 0.5 0.2 0.2 0.015
C 0.27454 -1.51613 0.85667 -0.4 -0.9 -0.2 0.000
C 2.97830 -3.53275 5.34662 0.2 -0.2 0.0 0.002
C -0.44240 4.68782 -5.61166 0.1 -0.1 0.0 0.001
C -5.04369 -0.81113 -0.45761 0.7 0.7 1.0 0.000
C 0.15902 0.87240 0.52231 -0.6 0.3 -0.5 0.000
C -1.41621 -0.58204 -0.54945 -0.7 -0.1 -1.1 0.000
C -2.44178 2.48375 -6.65566 0.3 0.0 -0.3 0.002
C -0.92899 0.69346 -0.31548 0.1 0.3 0.2 0.000
C 0.35113 2.33708 -5.00938 1.5 -0.7 -1.5 0.026
C -5.17258 -0.72380 2.40974 -0.4 0.7 -0.6 0.000
C 5.48090 -3.65966 3.37978 -0.2 -0.3 0.3 0.002
C 1.36408 1.60061 -4.12763 -0.4 -0.1 0.6 -0.001
C 0.67274 1.84598 -6.43888 -0.2 0.1 -0.3 0.002
C 3.33523 -2.03680 5.19341 -1.1 -1.6 0.9 0.026
H 6.34512 -1.74205 6.92450 0.0 0.0 0.0 0.001
H -1.60283 2.63560 -7.32825 0.0 0.0 0.1 0.000
H 4.91142 -3.97401 2.50326 0.0 0.1 0.0 0.001
H -5.47615 -1.27092 -1.34886 -0.1 0.4 0.1 0.000
H -6.99599 -0.62423 0.52314 0.1 0.2 -0.3 0.000
H -1.43457 1.53998 -0.77992 0.3 -0.1 0.0 0.000
H 0.25507 0.85390 -6.61802 -0.1 0.0 0.0 0.001
H -3.45490 -1.89131 0.67409 -0.2 0.0 -0.1 0.000
H -3.24683 3.10959 -7.04339 -0.1 0.0 0.2 0.000
H -3.48176 2.90411 -3.44145 0.1 -0.1 0.0 0.000
H 2.52435 -3.92483 4.43464 0.1 0.0 0.0 0.002
H -1.88005 4.64937 -4.02440 0.0 -0.2 0.0 0.003
H 6.35236 -0.62086 4.76967 -0.1 0.0 -0.1 0.003
H -4.04748 0.95359 -1.36284 -0.4 -0.2 0.3 0.000
H 0.73104 -2.39229 1.31272 0.1 0.3 0.0 0.000
H 5.25475 -1.78833 1.46485 0.0 0.0 0.0 0.000
H 1.75040 1.77364 -6.58510 0.0 0.0 0.2 0.000
H -0.23613 5.74562 -5.43678 0.0 0.0 0.0 0.001
H -3.48776 0.47443 0.23977 0.1 0.0 -0.3 0.000
H -4.45940 -1.35867 4.20462 -0.1 -0.1 -0.3 0.000
H 1.54779 -1.60785 6.33395 0.2 -0.2 0.0 0.000
H 1.19587 0.52194 -4.15093 0.0 0.0 0.0 0.000
H 1.60230 4.06352 -5.35362 0.0 -0.2 0.0 0.001
H 3.82805 -4.15827 5.61153 0.0 0.0 -0.1 0.000
H 5.16270 -4.27230 4.21877 0.0 0.1 0.0 0.000
H -6.18983 0.96942 2.20078 0.5 0.6 -0.1 0.000
H 7.24584 -2.11590 4.63333 -0.1 -0.1 -0.2 0.001
H 5.96941 -0.44764 2.36670 -0.1 0.0 0.0 -0.001
H -1.24579 -2.66406 -0.24657 0.3 0.0 0.2 0.000
H 1.33312 1.93061 -3.08955 -0.2 -0.1 0.0 0.000
H 1.57856 -0.10986 1.77384 -0.1 -0.1 -0.2 0.000
H 6.52619 -3.91837 3.20670 0.0 0.2 -0.1 0.000
H 4.31437 -0.53468 6.40299 -0.1 0.0 -0.1 0.002
H -2.90225 -1.72893 -1.64304 0.0 0.2 -0.1 0.000
H 1.29570 -1.56967 4.58769 0.0 0.0 0.0 0.000
H -3.74078 1.51825 -4.51102 0.1 0.0 0.0 0.000
H -0.40483 4.54746 -6.69543 0.0 0.0 0.0 0.000
H 0.32408 2.51914 -7.21973 -0.1 0.0 0.0 0.000
H -4.28515 3.12659 -4.98324 0.1 0.0 -0.2 0.000
H 2.25779 -3.67420 6.15303 0.0 0.2 0.0 0.000
H -4.88932 0.30515 4.13273 0.2 0.0 -0.2 0.000
H -6.17208 -2.27200 1.73727 0.1 -0.2 -0.1 0.000
H 2.37645 1.78814 -4.48422 -0.1 0.1 -0.2 0.000
H 0.49552 1.89028 0.70413 0.2 -0.3 0.1 0.000
H 3.89023 -1.98789 7.28117 -0.2 0.0 -0.1 0.001
H 5.74208 -3.22873 6.23516 0.0 0.0 0.0 0.000
H 0.67955 4.14556 -3.86923 -0.1 -0.1 0.0 0.002
H 6.88676 -1.91861 2.11565 -0.1 -0.1 0.2 0.000
H -2.43055 -0.15509 -2.39409 -0.1 -0.3 0.0 0.001
H 2.10894 -0.23161 5.41348 0.1 0.0 -0.2 -0.001
H -2.75700 1.44275 -6.74673 0.1 0.0 0.1 0.001
H -2.57996 4.92155 -5.60249 -0.1 -0.2 0.0 0.001
```
Positions in Å, forces in eV/Å.

Summary:
- gap between HOMO and LUMO (spin up / spin down) (eV) = 6.4 / 7.2
- total charge = +1
- total energy (Ha) = -4469.9190
- F_max (Eh/bohr) = 0.0559
- multiplicity = 3

[3]
Density functional theory data (ωB97M-V/def2-TZVPD) for a structure of composition C10H15F5N3OSSnTe.

```
37
Properties=species:S:1:pos:R:3:forces:R:3:lowdin_charge:R:1
Te 2.12777 -0.41221 -2.33409 -0.3 0.2 -0.4 1.773
Sn -0.11454 0.09226 0.07666 0.5 0.3 0.3 1.175
S -1.59017 -2.01863 -0.04441 -0.5 -0.3 0.4 0.520
F 3.93432 -0.16281 -2.46488 0.0 -0.2 0.1 -0.307
F 0.19925 -0.53937 -2.36138 0.1 -0.1 -0.1 -0.456
F 2.18272 -2.26144 -2.26801 0.1 -0.1 0.1 -0.341
F 2.03620 -0.63761 -4.15561 0.0 0.0 0.0 -0.317
F 1.82675 1.39586 -2.69501 0.1 0.0 0.1 -0.353
O 1.95290 -0.21676 -0.53805 -0.4 0.1 0.1 -0.718
N -3.25619 -3.88936 -0.84984 0.0 0.0 0.0 0.035
N -0.75266 2.02286 -1.33496 0.0 -0.2 -0.2 -0.024
N -1.21731 -3.89050 -1.90889 0.0 0.0 -0.1 0.049
C -2.07510 1.62298 -1.75267 -0.1 0.1 0.0 -0.367
C -3.54404 0.56851 -3.31970 0.0 0.0 0.0 -0.062
C -2.27439 1.01004 -2.98077 0.0 0.0 0.0 -0.043
C -4.39841 1.35055 -1.21695 0.0 0.0 0.0 -0.066
C -3.13093 1.79162 -0.86665 0.1 0.0 0.0 -0.055
C -2.05212 -3.36933 -1.02383 0.4 0.2 -0.3 -0.739
C -3.04902 -5.10752 -2.94713 0.0 0.0 0.0 -0.151
C -3.76116 -5.03782 -1.60666 0.0 0.0 0.0 -0.141
C -1.54493 -5.04889 -2.74190 0.0 0.0 0.0 -0.138
C -4.60700 0.73592 -2.44216 0.0 0.0 0.0 -0.075
H -1.44856 0.89023 -3.67087 0.0 0.0 0.0 0.115
H -1.17926 -5.95857 -2.26112 0.0 0.0 0.0 0.132
H -5.22344 1.49893 -0.53356 0.0 0.0 0.0 0.113
H -3.83621 -3.45623 -0.14923 0.0 0.0 0.0 0.135
H -3.70227 0.09916 -4.28155 0.0 0.0 0.0 0.112
H -1.02682 -4.93697 -3.69214 0.0 0.0 0.0 0.132
H -2.96436 2.27587 0.08958 0.0 0.0 0.0 0.118
H -3.36541 -4.27073 -3.57226 0.0 0.0 0.0 0.126
H -0.30878 -3.46106 -1.98754 0.0 0.0 0.0 0.124
H -4.83187 -4.90064 -1.74408 0.0 0.0 0.0 0.130
H -3.31452 -6.03101 -3.45813 0.0 0.0 0.0 0.127
H -3.60812 -5.95220 -1.03000 0.0 0.0 0.0 0.131
H -0.11696 2.14482 -2.11858 0.0 0.0 0.0 0.080
H -5.59836 0.40598 -2.72104 0.0 0.0 0.0 0.109
H -0.78931 2.89248 -0.81166 0.1 0.0 0.1 0.116
```
Positions in Å, forces in eV/Å.

Summary:
- energy above the lowest of the compared OMol25 structures with the same formula, charge and spin (kcal per mole) = 18.05
- gap between HOMO and LUMO (eV) = 8.1
- total charge = +1
- total energy (Ha) = -2009.2650
- F_max (Eh/bohr) = 0.0145

[4]
Density functional theory data (ωB97M-V/def2-TZVPD) for a structure of composition C35H37As2FNOsSi.

```
78
Properties=species:S:1:pos:R:3:forces:R:3:lowdin_spin:R:1
Os -0.79203 -0.28500 -0.25305 -0.3 -0.1 0.6 1.820
As 0.36730 -0.13912 3.19200 -0.1 -0.6 0.2 0.375
As 1.58659 0.16752 -0.11008 0.0 0.0 0.2 0.022
Si -0.57634 1.34014 -3.48178 0.1 -0.1 0.1 0.036
F -3.05329 0.32639 -0.00030 0.1 0.0 -0.1 0.046
N -1.37322 0.32632 -2.10873 -0.5 0.0 -0.3 0.484
C -3.24763 -0.37713 -3.56276 0.0 0.0 -0.1 0.086
C 1.84559 -1.62273 -2.24546 0.2 0.0 0.0 0.016
C 0.79072 -0.57223 7.27040 -0.2 -0.2 0.2 0.010
C -5.45142 -0.48936 -2.59888 0.0 0.0 0.0 0.132
C 1.84242 2.01403 0.33480 -0.1 0.0 0.0 0.019
C -4.95057 -0.15261 -1.33853 0.0 -0.1 0.0 0.000
C -3.21203 -1.80280 1.80633 0.0 0.0 0.0 0.010
C 0.78169 -0.03991 6.00370 -0.1 -0.2 -0.4 0.047
C 0.05961 -1.73745 7.53719 0.0 0.0 -0.2 0.096
C -3.60568 0.02809 -1.23849 -0.1 0.0 0.1 0.088
C 3.75183 -0.14337 -2.03951 -0.1 -0.1 -0.2 0.000
C 2.07593 -0.98472 2.70205 0.1 0.4 0.0 0.098
C 0.07354 -0.71517 4.98309 0.0 0.1 0.1 0.139
C -2.70241 -0.01384 -2.30966 0.6 0.1 0.0 0.058
C -0.72394 -1.84907 5.26414 0.2 0.3 -0.1 0.056
C -0.89552 -1.15695 2.13504 -0.1 0.4 -0.3 0.044
C -0.49684 -2.09691 1.15337 0.2 0.0 0.0 0.021
C 4.37769 -0.83070 -3.07024 0.0 0.0 0.0 0.000
C 3.74882 -1.91064 -3.67655 0.0 0.0 0.0 0.001
C 2.64404 -0.68929 1.32056 0.0 0.0 -0.1 -0.002
C 3.21253 3.96593 0.58997 0.0 0.0 0.0 0.008
C -4.59586 -0.62509 -3.69463 0.0 0.0 0.0 -0.006
C 0.49270 2.57526 -2.62329 0.1 0.1 0.1 0.013
C 0.38847 0.19076 -4.55508 0.1 -0.1 -0.2 0.013
C 2.14655 4.63742 1.17675 0.0 0.0 0.0 0.003
C 0.77115 2.68711 0.92395 0.1 0.1 0.0 0.032
C -1.48529 -2.82696 0.45456 -0.1 0.0 0.0 0.032
C 0.92598 4.00006 1.34760 0.0 0.0 0.0 0.004
C 2.48380 -2.31050 -3.26540 0.0 0.0 0.0 0.002
C 3.06929 2.65091 0.17167 -0.1 0.1 0.1 -0.001
C -2.27002 -1.03495 2.45510 0.0 -0.1 0.0 0.059
C -0.68140 -2.37824 6.53278 0.1 0.1 0.3 0.015
C -1.91497 2.22745 -4.39561 -0.2 0.0 0.0 0.004
C 2.47949 -0.53909 -1.63760 0.0 0.0 0.0 0.007
C -2.82567 -2.66787 0.77435 0.0 0.0 0.0 0.050
H -4.25521 -1.72312 2.08397 0.0 0.0 0.0 -0.001
H 0.04571 -2.13812 8.54264 0.0 0.0 0.0 0.004
H 2.26902 5.66261 1.49941 0.0 0.0 0.0 0.000
H -1.18251 -3.56620 -0.27616 0.0 0.0 0.0 0.001
H 0.84536 -1.92196 -1.94479 0.0 0.0 0.0 0.012
H -6.51538 -0.64538 -2.71956 0.0 0.0 0.0 0.006
H 3.91313 2.14900 -0.27630 0.0 0.0 0.0 0.000
H 1.35105 -0.08956 8.05976 0.0 0.0 0.0 -0.001
H -3.57235 -3.24960 0.24791 0.0 0.0 0.0 0.002
H 1.40798 0.06603 -4.18733 -0.1 0.0 -0.1 0.000
H -2.76297 2.50893 -3.76799 0.0 0.1 0.0 0.000
H 1.99624 -3.15003 -3.74444 0.0 0.0 0.0 0.000
H -0.06600 -0.79702 -4.65611 0.0 0.0 0.0 0.000
H 3.46685 0.01939 1.40198 0.1 0.0 0.0 -0.001
H 4.25904 0.69157 -1.58222 0.0 0.0 0.0 0.000
H -1.46975 3.15132 -4.77416 0.0 0.0 0.0 0.000
H 4.16176 4.46822 0.45554 0.0 0.0 0.0 0.000
H 1.86692 -2.04371 2.85233 0.0 0.0 0.0 0.013
H 0.53862 -2.38883 1.04657 0.0 -0.1 0.0 0.003
H -5.59297 -0.03928 -0.47521 0.0 0.0 0.0 -0.001
H 4.24706 -2.44257 -4.47624 0.0 0.0 0.0 0.000
H -2.58490 -0.35048 3.23472 0.0 0.0 0.0 0.002
H -4.99539 -0.91666 -4.65640 0.0 0.0 0.0 -0.002
H -2.58412 -0.48785 -4.41160 0.0 0.0 0.0 0.002
H 0.09508 4.52776 1.79789 0.0 0.0 0.0 0.000
H -1.22739 -3.28405 6.75807 0.0 0.0 0.0 0.001
H 2.76730 -0.67637 3.48454 0.0 0.0 0.0 0.000
H 5.36313 -0.52307 -3.39608 0.0 0.0 0.0 0.000
H 0.44620 0.63099 -5.55607 0.0 0.0 0.0 0.002
H -1.31931 -2.32668 4.49915 0.1 0.0 0.0 0.002
H -0.19573 2.20647 1.03073 -0.1 0.0 0.0 0.014
H 1.31840 0.87647 5.79362 0.1 0.0 0.0 0.003
H 3.04044 -1.60094 0.87671 0.0 -0.1 0.0 0.002
H 0.67675 3.37357 -3.34961 0.0 0.0 0.0 0.002
H 0.01566 3.03156 -1.75367 0.0 0.0 0.0 0.000
H -2.29415 1.67376 -5.25611 0.0 0.1 0.0 0.001
H 1.46482 2.17816 -2.32929 0.0 0.0 0.0 0.000
```
Positions in Å, forces in eV/Å.

Summary:
- gap between HOMO and LUMO (spin up / spin down) (eV) = 7.4 / 5.3
- total charge = +3
- total energy (Ha) = -6361.1720
- F_max (Eh/bohr) = 0.0129
- multiplicity = 5